Entry 1:
Entry from the OMol25 dataset: a structure of composition C4H4O5Tm at a distorted geometry (ωB97M-V/def2-TZVPD).

Cartesian coordinates (Å):
O -0.574 -0.538 -1.164
C 0.017 -0.505 0.142
C 0.248 0.206 -2.031
O -0.973 -0.685 1.179
O 0.551 0.823 0.194
C 1.050 1.132 -1.086
H -0.391 0.762 -2.731
H 0.916 -0.455 -2.606
H 0.875 2.198 -1.284
H 2.132 0.930 -1.145
O 0.980 -1.430 0.270
O -2.637 0.465 4.351
C -2.242 -0.403 3.722
Tm 0.047 -2.501 2.189

Properties
<S²>: 3.75
2S+1: 4
E_tot: -1616.12230 Ha
max |F|: 0.1165 hartree/bohr
molecular weight: 301.0 u

natural (NBO) population analysis, charges in e, atoms 1 to 8: atom 1 (O): -0.542, atom 2 (C): 0.903, atom 3 (C): -0.093, atom 4 (O): -0.990, atom 5 (O): -0.543, atom 6 (C): -0.094, atom 7 (H): 0.177, atom 8 (H): 0.166


Entry 2:
Entry from the OMol25 dataset: a structure of composition C9H6BF7NO2PtS at a distorted geometry (ωB97M-V/def2-TZVPD).

Cartesian coordinates (Å):
Pt 1.177 0.499 1.280
N 0.028 2.574 0.313
C 0.870 3.192 -0.699
C 2.298 3.406 -0.192
C 3.233 2.178 -0.406
O 4.250 2.354 -1.063
O 2.898 1.071 0.105
H -0.816 2.184 -0.090
H -0.220 3.220 1.053
H 0.460 4.169 -1.014
H 0.888 2.531 -1.571
H 2.277 3.648 0.873
H 2.762 4.227 -0.740
F 0.499 2.094 3.668
B 0.726 0.828 3.226
F 0.604 0.026 4.299
F -2.981 -5.671 -1.198
C -2.426 -4.465 -0.964
C -3.127 -3.298 -1.254
F -4.368 -3.371 -1.772
C -2.540 -2.071 -1.027
F -3.236 -0.963 -1.335
C -1.238 -1.931 -0.509
S -0.573 -0.362 -0.358
C -0.560 -3.130 -0.228
F 0.691 -3.082 0.251
C -1.135 -4.367 -0.451
F -0.442 -5.492 -0.199

Properties
E_tot: -1793.35842 Ha
max |F|: 0.0306 hartree/bohr
net charge: -1
molecular weight: 531.1 u

natural (NBO) population analysis, charges in e, atoms 1 to 8: atom 1 (Pt): 0.596, atom 2 (N): -0.861, atom 3 (C): -0.218, atom 4 (C): -0.532, atom 5 (C): 0.787, atom 6 (O): -0.679, atom 7 (O): -0.856, atom 8 (H): 0.390


Entry 3:
Entry from the OMol25 dataset: a cluster of 2 separate species, C16H29N4O2S in total at a distorted geometry (ωB97M-V/def2-TZVPD).

Cartesian coordinates (Å):
C -4.784 -1.192 -1.366
C -4.561 -0.327 -0.223
N -3.482 0.448 -0.703
C -2.891 1.544 0.110
C -1.678 1.091 1.008
C -2.015 0.885 2.534
C -0.739 0.689 3.453
C 0.417 -0.161 2.785
C 1.401 0.758 1.957
C 2.887 0.242 1.878
S 3.653 1.093 0.396
C 3.021 2.784 0.374
N 1.850 3.297 -0.076
N 1.892 4.637 0.128
C 3.074 4.967 0.705
O 3.798 3.813 0.852
C -3.040 0.122 -1.937
N -3.853 -0.917 -2.363
H -5.594 -1.956 -1.410
H -5.075 -0.264 0.755
H -2.495 2.313 -0.614
H -3.693 1.989 0.749
H -0.911 1.922 0.960
H -1.153 0.182 0.589
H -2.520 1.838 2.878
H -2.734 0.032 2.664
H -0.299 1.655 3.808
H -1.084 0.128 4.366
H 1.013 -0.627 3.623
H 0.003 -1.029 2.192
H 1.292 1.812 2.321
H 1.013 0.760 0.894
H 2.915 -0.860 1.690
H 3.419 0.567 2.808
H 3.449 5.968 1.006
H -2.195 0.567 -2.511
H -3.796 -1.390 -3.263
C 2.129 -4.229 -2.570
C 1.276 -3.561 -1.505
O 1.845 -2.369 -0.984
C 2.082 -1.322 -1.915
C 0.825 -0.837 -2.617
H 3.121 -4.459 -2.174
H 1.660 -5.156 -2.905
H 2.266 -3.590 -3.444
H 1.166 -4.244 -0.661
H 0.264 -3.366 -1.879
H 2.844 -1.626 -2.640
H 2.510 -0.497 -1.345
H 0.355 -1.625 -3.210
H 1.061 -0.008 -3.288
H 0.088 -0.494 -1.883

Properties
E_tot: -1394.41941 Ha
max |F|: 0.1029 hartree/bohr
net charge: +1
molecular weight: 341.5 u

natural (NBO) population analysis, charges in e, atoms 1 to 8: atom 1 (C): -0.028, atom 2 (C): -0.056, atom 3 (N): -0.284, atom 4 (C): -0.226, atom 5 (C): -0.435, atom 6 (C): -0.404, atom 7 (C): -0.399, atom 8 (C): -0.416


Entry 4:
Entry from the OMol25 dataset: a cluster of 7 separate species, C37H45N7O2PS in total at a distorted geometry (ωB97M-V/def2-TZVPD).

Cartesian coordinates (Å):
C -0.890 4.875 -5.753
C 0.437 5.276 -4.874
O 1.213 6.282 -5.345
N 0.911 4.600 -3.606
P 2.154 5.618 -2.758
C 1.353 7.074 -1.761
C 2.293 8.414 -1.680
C 2.344 9.318 -3.045
S 0.774 9.316 -4.066
C -0.224 4.233 -2.677
C -1.564 5.159 -2.430
O -0.191 3.044 -2.014
H -1.906 5.106 -5.219
H -0.918 3.757 -6.102
H -0.871 5.535 -6.746
H 2.755 4.711 -1.771
H 3.223 6.041 -3.633
H 0.230 7.284 -2.086
H 1.270 6.661 -0.644
H 3.410 8.053 -1.473
H 2.000 9.044 -0.710
H 3.248 9.079 -3.764
H 2.512 10.447 -2.697
H 1.223 8.957 -5.377
H -1.684 6.035 -3.229
H -2.491 4.429 -2.414
H -1.482 5.640 -1.354
N 0.655 -0.826 -2.473
C 1.062 -1.863 -1.708
C 1.568 -1.722 -0.426
C 1.669 -0.440 0.105
C 1.260 0.648 -0.660
C 0.763 0.406 -1.930
H 0.966 -2.842 -2.168
H 1.877 -2.590 0.145
H 2.062 -0.290 1.106
H 1.326 1.659 -0.275
H 0.428 1.222 -2.565
N 2.026 12.380 -4.200
C 2.965 12.500 -5.163
C 3.007 13.544 -6.073
C 2.024 14.525 -5.995
C 1.042 14.429 -5.015
C 1.086 13.349 -4.147
H 3.708 11.708 -5.186
H 3.787 13.591 -6.825
H 2.024 15.358 -6.692
H 0.262 15.176 -4.928
H 0.344 13.231 -3.363
N 1.025 -4.393 1.656
C 1.820 -4.590 2.730
C 1.645 -5.620 3.640
C 0.588 -6.502 3.441
C -0.250 -6.324 2.344
C 0.008 -5.267 1.487
H 2.629 -3.874 2.844
H 2.317 -5.732 4.484
H 0.419 -7.321 4.134
H -1.082 -6.994 2.162
H -0.615 -5.088 0.616
N -1.262 -5.316 -1.578
C -2.520 -5.498 -2.034
C -2.861 -5.497 -3.377
C -1.852 -5.293 -4.312
C -0.546 -5.100 -3.873
C -0.303 -5.122 -2.509
H -3.273 -5.650 -1.266
H -3.889 -5.651 -3.687
H -2.081 -5.284 -5.374
H 0.263 -4.938 -4.576
H 0.700 -4.980 -2.117
N -1.994 -8.645 4.117
C -2.449 -9.463 3.143
C -3.429 -10.423 3.339
C -3.974 -10.557 4.612
C -3.524 -9.730 5.636
C -2.544 -8.797 5.342
H -1.991 -9.322 2.169
H -3.758 -11.052 2.520
H -4.743 -11.300 4.804
H -3.929 -9.810 6.639
H -2.162 -8.126 6.106
N -1.623 -8.393 8.731
C -1.217 -9.430 9.497
C -0.710 -9.289 10.779
C -0.610 -8.007 11.310
C -1.019 -6.920 10.545
C -1.515 -7.161 9.274
H -1.312 -10.409 9.037
H -0.401 -10.158 11.349
H -0.216 -7.857 12.311
H -0.952 -5.908 10.930
H -1.851 -6.345 8.640

Properties
E_tot: -2709.72022 Ha
max |F|: 0.1875 hartree/bohr
net charge: +1
molecular weight: 682.9 u

Löwdin population analysis, charges in e, atoms 1 to 8: atom 1 (C): -0.008, atom 2 (C): -0.297, atom 3 (O): -0.110, atom 4 (N): -0.143, atom 5 (P): 1.121, atom 6 (C): -0.347, atom 7 (C): -0.284, atom 8 (C): -0.553


Entry 5:
Entry from the OMol25 dataset: a structure of composition C48H73Br9N9O14 at a distorted geometry (ωB97M-V/def2-TZVPD).

Cartesian coordinates (Å):
C -3.068 1.218 -3.988
C -3.423 0.344 -2.805
C -2.818 0.737 -1.552
C -3.168 -0.208 -0.484
N -2.494 0.001 0.915
C -3.208 1.160 1.516
C -4.559 0.612 2.037
C -4.272 -0.841 2.466
C -2.933 -1.212 1.826
C -0.945 0.328 0.893
C -0.153 -0.672 0.152
C 1.312 -0.316 0.074
H -3.614 0.947 -4.891
H -1.995 1.179 -4.175
H -3.157 2.184 -3.490
H -3.287 -0.725 -2.972
H -4.505 0.443 -2.719
H -3.326 1.690 -1.407
H -1.743 0.877 -1.668
H -2.805 -1.200 -0.754
H -4.227 -0.467 -0.478
H -2.673 1.608 2.354
H -3.326 1.999 0.831
H -4.982 1.128 2.898
H -5.298 0.736 1.246
H -4.097 -1.012 3.528
H -5.121 -1.497 2.270
H -2.072 -1.323 2.485
H -2.908 -2.073 1.158
H -0.748 0.386 1.964
H -0.710 1.323 0.517
H -0.416 -0.870 -0.887
H -0.348 -1.634 0.626
H 1.736 -0.204 1.072
H 1.433 0.562 -0.559
H 1.773 -1.243 -0.267
C -1.542 -1.818 9.038
Br -2.679 -0.507 10.049
Br -0.140 -0.649 8.356
Br -2.376 -2.806 7.606
H -1.038 -2.447 9.772
C -9.339 0.853 -7.094
Br -9.402 -0.272 -8.787
Br -7.980 2.291 -7.487
Br -8.868 -0.176 -5.471
H -10.350 1.257 -7.050
C -4.849 -7.211 1.895
Br -5.139 -9.061 1.399
Br -3.061 -6.759 2.497
Br -6.271 -6.813 3.124
H -4.990 -6.618 0.991
C -2.766 -5.434 -3.586
C -3.659 -6.464 -3.924
C -3.108 -7.666 -4.370
C -1.735 -7.788 -4.471
C -0.824 -6.797 -4.053
C -1.376 -5.647 -3.663
O -0.539 -4.682 -3.256
O -3.833 -8.710 -4.532
H -3.145 -4.526 -3.141
H -4.715 -6.311 -3.757
H -1.288 -8.643 -4.956
H 0.211 -7.077 -4.183
H 0.369 -4.945 -3.089
H -4.780 -8.558 -4.566
C -2.964 8.496 2.468
C -1.969 9.338 1.958
C -0.956 8.757 1.228
C -0.834 7.388 1.209
C -1.796 6.532 1.696
C -2.865 7.125 2.375
O -3.761 6.399 3.049
O 0.040 9.554 0.749
H -3.769 8.962 3.017
H -2.143 10.402 2.033
H 0.071 6.959 0.806
H -1.778 5.455 1.773
H -4.398 7.062 3.324
H -0.192 10.485 0.789
C 6.124 1.436 4.143
C 5.735 0.163 4.615
C 5.984 -0.068 5.920
C 6.518 0.886 6.803
C 6.854 2.116 6.279
C 6.724 2.410 4.940
O 7.118 3.622 4.415
O 5.654 -1.335 6.298
H 5.984 1.718 3.110
H 5.353 -0.557 3.906
H 6.584 0.710 7.867
H 7.132 2.843 7.027
H 7.352 4.364 4.979
H 5.843 -1.411 7.236
C 3.196 0.924 -5.642
C 2.028 0.220 -5.382
C 1.451 -0.553 -6.369
C 1.811 -0.417 -7.726
C 2.932 0.360 -8.078
C 3.667 1.040 -6.983
O 4.801 1.740 -7.180
O 0.402 -1.392 -6.177
H 3.539 1.520 -4.809
H 1.708 0.011 -4.372
H 1.109 -0.804 -8.449
H 3.210 0.371 -9.122
H 5.110 1.897 -6.285
H 0.207 -1.905 -5.389
C 7.649 -2.376 -2.912
C 6.522 -2.780 -2.259
C 5.541 -3.329 -3.092
C 5.602 -3.313 -4.488
C 6.714 -2.753 -5.112
C 7.779 -2.427 -4.330
O 8.924 -1.999 -4.909
O 4.405 -3.863 -2.583
H 8.386 -1.952 -2.246
H 6.328 -2.806 -1.197
H 4.737 -3.593 -5.070
H 6.604 -2.457 -6.144
H 9.538 -2.020 -4.171
H 4.458 -3.761 -1.629
C -9.541 0.679 0.062
O -9.273 -0.529 0.168
N -10.285 1.295 0.938
N -9.127 1.408 -0.914
H -10.517 2.202 0.558
H -10.583 0.859 1.799
H -9.299 2.403 -0.885
H -8.492 0.990 -1.580
C 4.496 5.019 0.051
O 4.202 4.143 -0.756
N 4.028 5.082 1.211
N 5.357 5.921 -0.135
H 3.550 4.265 1.565
H 4.342 5.910 1.696
H 5.508 6.599 0.597
H 5.835 5.981 -1.023
C 3.941 -5.591 2.906
O 3.424 -4.908 2.003
N 4.622 -5.147 3.951
N 3.536 -6.823 3.197
H 4.789 -4.154 4.037
H 4.784 -5.773 4.728
H 3.683 -7.104 4.156
H 2.877 -7.318 2.613
C 1.538 3.679 5.234
O 1.401 3.276 4.074
N 1.023 4.702 5.787
N 2.439 3.262 6.129
H 0.434 5.370 5.311
H 1.476 4.988 6.643
H 2.321 3.559 7.087
H 2.866 2.386 5.864

Properties
E_tot: -26584.72033 Ha
max |F|: 0.1429 hartree/bohr
net charge: +1
molecular weight: 1719.3 u

Löwdin population analysis, charges in e, atoms 1 to 8: atom 1 (C): -0.067, atom 2 (C): -0.310, atom 3 (C): -0.241, atom 4 (C): -0.117, atom 5 (N): -0.160, atom 6 (C): -0.130, atom 7 (C): -0.128, atom 8 (C): -0.128


Entry 6:
Entry from the OMol25 dataset: an isolated molecule of C4H8O4 at a distorted geometry (ωB97M-V/def2-TZVPD).

Cartesian coordinates (Å):
C 1.121 0.674 0.273
C -1.648 0.053 0.700
C 0.489 -0.487 -0.379
C -0.826 -0.768 -0.181
O 1.274 0.431 1.635
O 2.285 1.121 -0.298
O 1.186 -0.980 -1.462
O -1.443 -1.428 -1.237
H 1.888 1.082 1.998
H 2.544 0.517 -1.008
H 0.552 -1.445 -2.024
H -2.397 -1.406 -1.117
H 0.157 1.552 0.243
H -2.629 -0.382 0.894
H -1.370 1.238 0.303
H -1.182 0.228 1.661

Properties
E_tot: -458.08706 Ha
SMILES: C/C(O)=C(/O)C(O)O
max |F|: 0.0655 hartree/bohr
molecular weight: 120.1 u

natural (NBO) population analysis, charges in e, atoms 1 to 8: atom 1 (C): 0.387, atom 2 (C): -0.687, atom 3 (C): 0.164, atom 4 (C): 0.219, atom 5 (O): -0.724, atom 6 (O): -0.711, atom 7 (O): -0.699, atom 8 (O): -0.709


Entry 7:
Entry from the OMol25 dataset: an isolated molecule of C5H9N3O2S at a distorted geometry (ωB97M-V/def2-TZVPD).

Cartesian coordinates (Å):
C -0.829 -1.684 -1.508
C -0.358 -0.891 -2.509
C 0.399 -0.518 0.095
C 1.373 0.726 1.828
C -0.871 0.282 2.180
N -0.521 -1.459 -0.337
N 0.264 -1.000 -3.553
N 0.303 -0.093 1.368
O -1.836 0.936 -1.211
O 0.339 1.834 -2.096
S -0.471 0.775 -1.515
H -1.635 -2.396 -1.713
H 1.408 -0.412 -0.293
H 1.201 1.782 1.803
H 1.557 0.573 2.903
H 2.320 0.500 1.416
H -0.495 0.060 3.091
H -0.978 1.389 2.081
H -1.784 -0.327 1.855
H 0.613 -0.076 -3.885

Properties
E_tot: -908.71170 Ha
SMILES: [H]/N=C1/C=N[C@H](N(C)C)S1(=O)=O
max |F|: 0.0968 hartree/bohr
molecular weight: 175.2 u

natural (NBO) population analysis, charges in e, atoms 1 to 8: atom 1 (C): 0.047, atom 2 (C): 0.025, atom 3 (C): 0.117, atom 4 (C): -0.416, atom 5 (C): -0.397, atom 6 (N): -0.412, atom 7 (N): -0.549, atom 8 (N): -0.407


Entry 8:
Entry from the OMol25 dataset: the ion C6H5FN with charge +1 at a distorted geometry (ωB97M-V/def2-TZVPD).

Cartesian coordinates (Å):
C -0.144 0.031 0.318
C 1.998 -0.394 0.992
C 1.016 -0.519 2.050
C -1.005 0.175 -0.563
C 1.308 0.099 -0.077
C -1.978 0.483 -1.530
N -0.209 -0.405 1.651
F 1.680 0.411 -1.329
H 3.042 -0.528 0.880
H 1.231 -0.756 3.007
H -1.852 1.463 -1.865
H -2.993 0.104 -0.980
H -2.093 -0.164 -2.553

Properties
<S²>: 2.04
2S+1: 3
E_tot: -385.73818 Ha
max |F|: 0.1070 hartree/bohr
net charge: +1
molecular weight: 110.1 u

natural (NBO) population analysis, charges in e, atoms 1 to 8: atom 1 (C): -0.199, atom 2 (C): -0.204, atom 3 (C): 0.089, atom 4 (C): 0.367, atom 5 (C): 0.632, atom 6 (C): -0.765, atom 7 (N): -0.115, atom 8 (F): -0.215


Entry 9:
Entry from the OMol25 dataset: an isolated molecule of C20H27N3O4S at a distorted geometry (ωB97M-V/def2-TZVPD).

Cartesian coordinates (Å):
C 0.564 -6.031 -3.544
H 0.726 -5.719 -4.572
H -0.460 -6.384 -3.446
H 1.236 -6.852 -3.310
C 0.829 -4.862 -2.592
C 2.271 -4.378 -2.711
H 2.479 -4.053 -3.726
H 2.947 -5.188 -2.449
H 2.448 -3.551 -2.028
H 0.147 -4.036 -2.843
O 0.631 -5.253 -1.238
C -0.686 -5.162 -0.751
C -1.066 -3.737 -0.330
H -0.992 -3.069 -1.192
H -2.100 -3.727 0.016
C -0.128 -3.235 0.768
N -0.257 -1.812 0.967
C -0.660 -1.251 2.128
O -0.861 -1.890 3.147
C -0.792 0.218 2.026
C -1.048 0.964 0.890
C -0.996 2.314 1.266
C -0.710 2.351 2.612
N -0.613 1.085 3.069
C -0.330 0.727 4.434
H 0.705 0.967 4.687
H -0.496 -0.342 4.557
H -0.992 1.276 5.104
H -0.595 3.204 3.250
S -0.979 3.674 0.135
O -2.028 3.545 -0.827
O -0.851 4.895 0.871
N 0.492 3.416 -0.667
C 0.588 2.169 -1.296
C -0.227 1.685 -2.303
C 0.001 0.392 -2.756
C 1.012 -0.389 -2.217
C 1.834 0.111 -1.212
C 1.620 1.395 -0.761
C 2.315 2.174 0.318
H 3.394 2.213 0.170
H 2.124 1.726 1.297
C 1.674 3.569 0.180
H 1.370 4.010 1.128
H 2.355 4.262 -0.323
H 2.622 -0.496 -0.792
H 1.170 -1.392 -2.586
H -0.623 -0.011 -3.540
H -1.027 2.291 -2.692
H -1.298 0.602 -0.086
H -0.084 -1.219 0.169
H 0.903 -3.475 0.485
H -0.354 -3.715 1.722
H -1.408 -5.534 -1.490
H -0.715 -5.819 0.123

Properties
E_tot: -1641.73610 Ha
SMILES: CC(C)OCCCNC(=O)c1cc(S(=O)(=O)N2CCc3ccccc32)cn1C
max |F|: 0.0262 hartree/bohr
molecular weight: 405.5 u

natural (NBO) population analysis, charges in e, atoms 1 to 8: atom 1 (C): -0.631, atom 2 (H): 0.210, atom 3 (H): 0.209, atom 4 (H): 0.212, atom 5 (C): 0.104, atom 6 (C): -0.617, atom 7 (H): 0.210, atom 8 (H): 0.215


- Look up the max |F| of the eighth one.
  0.1070 hartree/bohr


- The highest molecular weight belongs to which entry?
  C48H73Br9N9O14


- The highest max |F| belongs to which entry?
  C37H45N7O2PS